[1]
Entry from the OMol25 dataset: a cluster of 3 separate species, CH8N2O2 in total (ωB97M-V/def2-TZVPD).

The value obtained for the strongest force on any atom is 0.080 Eh/bohr. For the LUMO energy (spin up / spin down), the calculation gives 4.124 / 4.126 eV. As for the charge: -1. The spin multiplicity is 2. For the frontier orbital gap (spin up / spin down), the calculation gives 0.11233 / 0.34992 hartree. The energy above the lowest of the compared OMol25 structures with the same formula, charge and spin is 16.2 kcal/mol. The HOMO energy (spin up / spin down) is 1.1 / -5.4 eV. Its expectation value of S² is 0.751.

Structure (XYZ):
```
13
Properties=species:S:1:pos:R:3:forces:R:3
N 2.08404 0.93453 -0.11884 -2.047 -3.038 1.824
C 1.51422 -0.36006 0.03989 -1.506 0.532 -0.244
N 0.71035 -0.75805 0.95329 0.601 2.071 0.997
H 2.00662 1.48758 0.72638 0.545 0.269 -0.597
H 2.69262 1.04373 -0.89179 0.885 0.413 -0.373
H 1.52616 -1.04977 -0.77534 0.962 0.286 -1.294
H 0.12335 -1.54379 0.66458 0.829 -0.557 -0.287
H -1.81127 -1.45497 0.93955 1.963 -3.192 0.328
H -2.30375 -0.29768 1.69780 0.074 0.016 -0.642
O -2.28473 -0.69450 0.80679 -2.340 2.994 0.337
H -0.76600 1.28244 -1.18533 -1.318 0.082 -0.091
H -1.75252 0.25563 -1.49763 -0.446 -3.456 -0.305
O -1.73909 1.15490 -1.35936 1.798 3.580 0.348
```
Forces are in eV/Å.

---

[2]
Entry from the OMol25 dataset: the ion C6H13N2O4S with charge +1 (ωB97M-V/def2-TZVPD).

The value obtained for the strongest force on any atom is 0.096 Eh/bohr. For the LUMO energy, the calculation gives -3.490 eV. As for the charge: +1. The spin multiplicity is 1. For the frontier orbital gap, the calculation gives 0.33994 hartree. The energy above the lowest of the compared OMol25 structures with the same formula, charge and spin is 21.1 kcal/mol. The HOMO energy is -12.7 eV.

Structure (XYZ):
```
26
Properties=species:S:1:pos:R:3:forces:R:3
C 0.96137 1.08244 0.18798 2.127 -2.549 -0.458
C 1.06197 -0.59082 -0.64601 4.311 2.371 0.154
C -1.36384 0.87167 -0.06267 -0.579 0.743 0.710
C -3.94962 -0.19796 -0.17636 3.790 -1.278 -0.966
C 2.16508 1.84038 0.74724 -0.278 0.773 -3.314
C 1.40394 -1.50427 0.51672 -1.016 -0.329 -0.925
N -0.20903 1.41401 0.32938 -2.184 0.518 0.752
N -0.13806 -0.82101 -1.17054 -2.613 -0.236 -0.769
O 2.08058 -0.53110 -1.61980 -1.830 0.104 -0.304
O -2.04020 1.54441 -0.96353 -2.244 -3.922 0.112
O 3.25864 1.01016 0.54798 1.504 -0.827 -0.220
O 0.17871 -1.74050 1.14881 0.575 -3.064 -1.887
S -2.43338 -0.11617 0.93716 0.304 0.118 -0.426
H -3.47204 -0.57428 -1.17885 -1.631 1.332 1.615
H -4.43401 0.72944 -0.03192 -0.729 0.724 -0.715
H -4.41292 -1.03058 0.27585 -1.041 -0.784 0.397
H 2.11892 2.12577 1.75072 -0.764 0.576 1.647
H 2.21553 2.77899 0.06899 -0.031 -1.123 1.106
H 2.18436 -1.06195 1.08744 0.503 0.256 0.823
H 1.72676 -2.47359 0.13932 0.201 0.038 -0.189
H -0.36746 -0.68284 -2.15582 0.639 -0.123 0.463
H -0.61243 -1.57128 -0.67978 -0.308 0.086 -0.311
H 2.94528 -0.61255 -1.24495 0.789 0.143 0.682
H -1.72323 2.35672 -1.17602 2.053 3.842 -1.075
H 4.12852 1.38156 0.79577 -0.946 0.099 -0.073
H -0.00300 -1.17620 1.82373 -0.601 2.513 3.175
```
Forces are in eV/Å.

---

[3]
Entry from the OMol25 dataset: the molecule C9H17BrSi (ωB97M-V/def2-TZVPD).

The value obtained for the strongest force on any atom is 0.020 Eh/bohr. For the LUMO energy, the calculation gives 0.742 eV. The spin multiplicity is 1. Its SMILES is CC(C)(C)C#C[Si](C)(C)CBr. For the frontier orbital gap, the calculation gives 0.37738 hartree. The energy above the lowest of the compared OMol25 structures with the same formula, charge and spin is 0.0 kcal/mol. The HOMO energy is -9.5 eV.

Structure (XYZ):
```
28
Properties=species:S:1:pos:R:3:forces:R:3
C 1.94994 -2.04677 -1.05255 0.009 0.036 0.039
C 2.09255 -0.94703 0.00770 0.252 -0.231 -0.040
C 3.23106 0.00804 -0.36798 -0.099 -0.019 0.003
C 2.35520 -1.56104 1.38765 -0.019 0.005 -0.025
C 0.84127 -0.20863 0.05862 -0.163 0.315 0.054
C -0.18765 0.41914 0.10348 -1.046 0.053 0.046
Si -1.92483 1.06776 0.02692 -0.449 -0.025 -0.073
C -2.52877 0.94873 -1.77534 0.311 0.089 0.644
C -2.00186 2.82973 0.74121 0.093 -0.600 -0.315
C -3.13624 0.00431 1.11214 0.775 0.227 -0.371
Br -3.35753 -1.79665 0.38893 0.023 0.041 0.003
H 1.11874 -2.70623 -0.81037 -0.034 -0.050 0.017
H 1.76165 -1.60750 -2.03026 -0.001 0.010 -0.072
H 2.86210 -2.63684 -1.10535 0.121 -0.073 0.000
H 3.04434 0.46001 -1.33983 0.006 0.048 -0.064
H 4.17289 -0.53527 -0.41159 0.092 -0.064 0.002
H 3.31773 0.80164 0.37040 0.044 0.080 0.049
H 2.36208 -0.78488 2.15082 0.024 0.019 0.060
H 3.31992 -2.06509 1.39506 0.089 -0.063 -0.016
H 1.58200 -2.28481 1.63973 -0.041 -0.023 0.027
H -1.91743 1.55410 -2.43822 0.139 0.145 -0.045
H -2.47252 -0.07766 -2.12706 0.047 -0.160 0.054
H -3.55964 1.27424 -1.88058 -0.186 0.093 0.088
H -2.88334 3.36666 0.40823 -0.240 0.020 -0.108
H -2.01651 2.81718 1.82673 0.040 -0.083 0.199
H -1.13427 3.40266 0.43200 0.194 0.085 -0.084
H -2.75721 -0.13052 2.12332 -0.015 0.043 -0.004
H -4.13367 0.43472 1.16618 0.036 0.078 -0.067
```
Forces are in eV/Å.

---

[4]
Entry from the OMol25 dataset: a structure of composition CHBr4O2P (ωB97M-V/def2-TZVPD).

The value obtained for the strongest force on any atom is 0.031 Eh/bohr. For the LUMO energy, the calculation gives -0.142 eV. The spin multiplicity is 1. For the frontier orbital gap, the calculation gives 0.35202 hartree. The energy above the lowest of the compared OMol25 structures with the same formula, charge and spin is 0.0 kcal/mol. The HOMO energy is -9.7 eV.

Structure (XYZ):
```
9
Properties=species:S:1:pos:R:3:forces:R:3
C 2.82022 0.09880 0.16850 0.961 1.035 0.791
O -1.12835 0.13745 -0.38062 -0.821 -0.135 -0.615
O 1.69676 0.02205 0.45453 -0.786 -0.361 0.034
P -1.32934 1.61042 -0.97878 0.181 -0.438 -0.755
Br -0.63787 2.83226 0.70011 0.243 0.418 0.487
Br 3.73588 -0.84474 -1.15197 0.101 -0.390 -0.491
Br 4.01270 1.33514 1.12977 -0.301 -0.299 -0.265
Br 0.48413 1.66194 -2.37243 -0.174 0.161 0.170
H -0.77531 0.02740 0.49404 0.597 0.009 0.644
```
Forces are in eV/Å.